# 1
Molecular formula: C27H51N8O2S2
Method: DFT, ωB97M-V/def2-TZVPD

Cartesian coordinates (Å):
C (-2.11169, 0.20890, -4.27949)
C (-1.09058, -0.36214, -4.93847)
C (0.34368, -0.25147, -4.47677)
N (0.51918, -0.66800, -3.07308)
N (-0.32510, -1.45881, -2.34835)
C (0.19006, -1.56047, -1.10784)
N (-0.36423, -2.25038, -0.12413)
C (0.24184, -2.27937, 1.21165)
S (-0.23837, -0.86707, 2.22785)
C (1.00010, 0.41511, 1.91512)
C (0.55269, 1.52707, 0.94124)
N (-1.55684, -2.97088, -0.39856)
C (-2.59289, -2.31505, -0.18360)
S (-3.98688, -1.67378, -0.23015)
N (1.32676, -0.86848, -1.02959)
C (1.51514, -0.34295, -2.23789)
N (2.57306, 0.45188, -2.53179)
H (-2.89417, 0.71463, -4.83495)
H (-2.21856, 0.21897, -3.19894)
H (-1.30934, -0.93615, -5.83126)
H (1.02274, -0.84366, -5.08796)
H (0.58991, 0.80695, -4.50541)
H (-1.18814, -1.86461, -2.67150)
H (1.31670, -2.40916, 1.12091)
H (-0.18888, -3.14631, 1.70561)
H (1.29625, 0.84319, 2.86889)
H (1.87646, -0.07101, 1.49064)
H (0.49283, 2.49959, 1.42153)
H (1.29022, 1.61683, 0.14349)
H (-0.38863, 1.25098, 0.47024)
H (2.74662, 0.54097, -3.52372)
H (3.40037, 0.10879, -2.05105)
C (-6.76251, 2.86262, 3.75866)
C (-6.82681, 3.82263, 2.54014)
C (-8.24639, 3.87715, 1.95944)
C (-8.62995, 2.66635, 1.11352)
C (-7.58116, 2.43297, 0.02983)
C (-6.17376, 2.27885, 0.60534)
N (-5.82031, 3.41825, 1.50784)
O (-5.49407, 4.44232, 0.78758)
C (-6.08275, 0.92776, 1.33714)
C (-5.16437, 2.17781, -0.53458)
C (-6.50738, 5.20416, 3.10201)
H (-6.21643, 1.94551, 3.56119)
H (-6.23729, 3.32952, 4.59123)
H (-7.75800, 2.58773, 4.10860)
H (-8.34127, 4.77069, 1.33452)
H (-8.95910, 4.00129, 2.77588)
H (-8.74874, 1.77980, 1.74270)
H (-9.60108, 2.84144, 0.64774)
H (-7.83361, 1.54228, -0.55053)
H (-7.60086, 3.27406, -0.67005)
H (-5.11812, 0.82066, 1.83803)
H (-6.17537, 0.11477, 0.61582)
H (-6.86919, 0.76647, 2.07009)
H (-5.21728, 3.03004, -1.20863)
H (-5.37288, 1.28171, -1.12199)
H (-4.14443, 2.10646, -0.14947)
H (-5.47799, 5.25727, 3.45777)
H (-7.17113, 5.40207, 3.94390)
H (-6.65686, 5.99493, 2.36973)
C (6.10795, -4.08721, 1.13693)
C (6.02021, -3.47711, -0.28750)
C (7.30936, -3.73908, -1.07740)
C (8.48054, -2.84383, -0.68942)
C (8.06266, -1.37895, -0.75479)
C (6.83748, -1.07967, 0.10821)
N (5.70299, -2.01412, -0.20477)
O (5.12201, -1.63515, -1.29664)
C (7.24280, -1.16220, 1.59128)
C (6.40251, 0.36685, -0.10293)
C (4.89607, -4.24081, -0.98118)
H (6.18911, -3.34370, 1.92290)
H (5.20565, -4.65112, 1.37332)
H (6.95545, -4.76565, 1.23289)
H (7.10927, -3.59364, -2.14403)
H (7.58815, -4.78727, -0.96152)
H (8.84826, -3.10246, 0.30684)
H (9.31161, -3.01634, -1.37485)
H (8.88834, -0.73999, -0.43679)
H (7.85136, -1.11617, -1.79648)
H (6.37446, -1.04400, 2.24148)
H (7.94127, -0.35890, 1.82271)
H (7.74696, -2.08838, 1.85518)
H (6.20723, 0.59066, -1.15053)
H (7.19541, 1.03492, 0.22880)
H (5.50403, 0.59554, 0.47401)
H (3.93103, -4.03193, -0.51561)
H (5.09228, -5.30930, -0.89512)
H (4.82433, -4.00268, -2.04106)

HOMO level (alpha / beta) = -10.076 / -10.983 eV
lowest unoccupied orbital energy (alpha / beta) = -3.3 / -3.3 eV
2S+1 = 3
total charge = +1
⟨S²⟩ = 2.008

***

# 2
Molecular formula: C72H180N12O24
Method: DFT, ωB97M-V/def2-TZVPD

Cartesian coordinates (Å):
C (30.11236, 16.39350, 18.83892)
O (28.81957, 16.11565, 19.39189)
C (27.97779, 15.71688, 18.35061)
C (26.52679, 15.51832, 18.76369)
N (25.63189, 15.13162, 17.76315)
C (24.34706, 14.63171, 18.21051)
C (24.46747, 13.16347, 18.65936)
O (23.22678, 12.74176, 19.09547)
C (23.19944, 11.43286, 19.68329)
H (30.71780, 15.50509, 18.54304)
H (30.61576, 16.92601, 19.58798)
H (29.88386, 16.98844, 17.97507)
H (28.41214, 14.83680, 17.86864)
H (27.94389, 16.54859, 17.60880)
H (26.17471, 16.36694, 19.37912)
H (26.60210, 14.73570, 19.51840)
H (25.48773, 15.88948, 17.09023)
H (23.68703, 14.73142, 17.34899)
H (23.92548, 15.17938, 19.08865)
H (25.37769, 13.15419, 19.29397)
H (24.80490, 12.51888, 17.84471)
H (22.22518, 11.01187, 19.61693)
H (23.61896, 11.37505, 20.70551)
H (23.99615, 10.86527, 19.16963)
C (21.14762, 13.94374, 21.80862)
O (20.64077, 13.48810, 22.99522)
C (21.08472, 14.20084, 24.16169)
C (22.43639, 13.65713, 24.68102)
N (22.94006, 14.53793, 25.75522)
C (23.62611, 15.70857, 25.33002)
C (24.78372, 15.59261, 24.35151)
O (24.31488, 15.54973, 23.04373)
C (25.08303, 14.97997, 22.07568)
H (20.63543, 14.88154, 21.49130)
H (20.97514, 13.18290, 21.06667)
H (22.22797, 14.15557, 21.83078)
H (20.29703, 14.09599, 24.88564)
H (21.26658, 15.26791, 23.97257)
H (23.10358, 13.45689, 23.78904)
H (22.30449, 12.63929, 25.11760)
H (23.43638, 13.97284, 26.45894)
H (24.10251, 16.23463, 26.16404)
H (22.88188, 16.44512, 24.98361)
H (25.38169, 14.67210, 24.55188)
H (25.53441, 16.38180, 24.47332)
H (24.48226, 15.07281, 21.14828)
H (25.19883, 13.91626, 22.22329)
H (26.00452, 15.51969, 21.88649)
C (28.36905, 22.93242, 22.09813)
O (29.73149, 22.87739, 21.93307)
C (30.43797, 22.59322, 23.14285)
C (31.92753, 22.90722, 22.92410)
N (32.11604, 24.34692, 22.66742)
C (33.51950, 24.74646, 22.66481)
C (33.60316, 26.30226, 22.59348)
O (34.92394, 26.68626, 22.54025)
C (34.94204, 28.08721, 22.25830)
H (27.97708, 22.00212, 22.41668)
H (27.91402, 23.17603, 21.12127)
H (28.11621, 23.75810, 22.81462)
H (30.25109, 21.52856, 23.52522)
H (30.07434, 23.29391, 23.98038)
H (32.34161, 22.33726, 22.06757)
H (32.53478, 22.63459, 23.78594)
H (31.74642, 24.51492, 21.72006)
H (34.11323, 24.37553, 21.80880)
H (34.07167, 24.42319, 23.57219)
H (33.01962, 26.61526, 23.45254)
H (33.05911, 26.67182, 21.71669)
H (34.48131, 28.35850, 21.31789)
H (35.94188, 28.44303, 22.32672)
H (34.35847, 28.55533, 23.00550)
C (25.27971, 23.52925, 33.54404)
O (25.80904, 23.77555, 32.21840)
C (25.61405, 22.63130, 31.40959)
C (26.32561, 22.93423, 30.14692)
N (25.77822, 24.23451, 29.60086)
C (26.47436, 24.74557, 28.46122)
C (25.94947, 24.10748, 27.22718)
O (26.49765, 24.63119, 26.06292)
C (25.85544, 24.19185, 24.87655)
H (25.56847, 24.37657, 34.18003)
H (25.76748, 22.62653, 33.90432)
H (24.18883, 23.37508, 33.52374)
H (24.57078, 22.52477, 31.14754)
H (25.95718, 21.74520, 31.92165)
H (26.28598, 22.08514, 29.42071)
H (27.42391, 22.96748, 30.39156)
H (25.77711, 24.90221, 30.34731)
H (27.55219, 24.57300, 28.53337)
H (26.33294, 25.80719, 28.35977)
H (24.84829, 24.25021, 27.25442)
H (26.06067, 22.99821, 27.25508)
H (25.63128, 23.12340, 24.91823)
H (26.42616, 24.39990, 23.96167)
H (24.86108, 24.73244, 24.81717)
C (19.16764, 21.04816, 20.19029)
O (18.84441, 21.58600, 21.46179)
C (19.99278, 22.09013, 22.19956)
C (20.51681, 21.01737, 23.22554)
N (19.57732, 20.29654, 24.05561)
C (18.60047, 21.28698, 24.68462)
C (17.86242, 20.34006, 25.66805)
O (16.70613, 20.88500, 26.26234)
C (16.98869, 22.06358, 27.01231)
H (18.23454, 20.61780, 19.72949)
H (19.86955, 20.23460, 20.25526)
H (19.57907, 21.73630, 19.50693)
H (19.78493, 23.04618, 22.68779)
H (20.82897, 22.33920, 21.54066)
H (21.20034, 21.63110, 23.80962)
H (21.14971, 20.33125, 22.64142)
H (18.98322, 19.72279, 23.47233)
H (17.93687, 21.74930, 23.92784)
H (19.15239, 22.12704, 25.17268)
H (18.48549, 19.95398, 26.48365)
H (17.51989, 19.46145, 25.08627)
H (17.82664, 21.98158, 27.74479)
H (16.05821, 22.21032, 27.55802)
H (17.15942, 22.87505, 26.29374)
C (32.30149, 23.91476, 19.38452)
O (32.14814, 25.26359, 19.85308)
C (31.20361, 25.90365, 19.06055)
C (30.82313, 27.32762, 19.56410)
N (29.59845, 27.32595, 20.24183)
C (29.66628, 27.03258, 21.71739)
C (28.36481, 27.28667, 22.44061)
O (28.03328, 28.64827, 22.16060)
C (26.91327, 29.07092, 22.88864)
H (32.78871, 23.95883, 18.41569)
H (31.28684, 23.48138, 19.32970)
H (32.83377, 23.35265, 20.11240)
H (30.31293, 25.27331, 19.06089)
H (31.62571, 25.86936, 18.01721)
H (30.78911, 28.01000, 18.72144)
H (31.69833, 27.70853, 20.18407)
H (29.21724, 28.26079, 20.13386)
H (30.44967, 27.63520, 22.21281)
H (29.90380, 25.96087, 21.88918)
H (28.48441, 27.14221, 23.49931)
H (27.53468, 26.61244, 22.12944)
H (27.06522, 29.17510, 23.98216)
H (26.12128, 28.37364, 22.67113)
H (26.62519, 30.06244, 22.50784)
C (26.48720, 24.53351, 18.59022)
O (27.19510, 24.19479, 17.41167)
C (27.32955, 25.25563, 16.49307)
C (28.35663, 26.30591, 16.84963)
N (28.27993, 27.47278, 15.93330)
C (27.39603, 28.58166, 16.27537)
C (27.82692, 29.38440, 17.44167)
O (29.04730, 29.94313, 17.11728)
C (29.61098, 30.59513, 18.20899)
H (27.09706, 25.08160, 19.29397)
H (26.19320, 23.60444, 19.11222)
H (25.59595, 25.14367, 18.47393)
H (26.34115, 25.70797, 16.39299)
H (27.45397, 24.82666, 15.51542)
H (29.33666, 25.85414, 16.80144)
H (28.28427, 26.62034, 17.86255)
H (29.18541, 27.86316, 15.68194)
H (26.44044, 28.11726, 16.55398)
H (27.22177, 29.20456, 15.39312)
H (27.91082, 28.76558, 18.29103)
H (27.06806, 30.13806, 17.73012)
H (30.69774, 30.55042, 18.20780)
H (29.41041, 30.06060, 19.11442)
H (29.35297, 31.68398, 18.27604)
C (27.72343, 18.57569, 12.11744)
O (27.09433, 18.09648, 13.27404)
C (25.86714, 17.46240, 13.08928)
C (25.66482, 16.63412, 14.33752)
N (25.79951, 17.43372, 15.59162)
C (25.03418, 18.61271, 15.82466)
C (25.41338, 19.12922, 17.15018)
O (26.70720, 19.59760, 17.11079)
C (26.82972, 20.99868, 17.04296)
H (27.13933, 19.44595, 11.77721)
H (27.88601, 17.84511, 11.32787)
H (28.69661, 18.94890, 12.50380)
H (25.76823, 16.93424, 12.13725)
H (25.08370, 18.26756, 13.07711)
H (26.30343, 15.74605, 14.36338)
H (24.64198, 16.24386, 14.26814)
H (26.79500, 17.68180, 15.69146)
H (23.94113, 18.32446, 15.80690)
H (25.17013, 19.42259, 15.09523)
H (25.29107, 18.39554, 17.93762)
H (24.76760, 19.96477, 17.42940)
H (26.34731, 21.44495, 16.18055)
H (27.85374, 21.33128, 17.00219)
H (26.35469, 21.50752, 17.91264)
C (28.44758, 20.30476, 19.86870)
O (27.61137, 19.72888, 20.96696)
C (28.14932, 18.55727, 21.55178)
C (27.43581, 18.27019, 22.88577)
N (27.84989, 19.21913, 24.00566)
C (27.07952, 18.99880, 25.21503)
C (25.54644, 19.28525, 25.13957)
O (25.43112, 20.67994, 24.86488)
C (24.06580, 20.99971, 24.61274)
H (29.49108, 20.15320, 20.07364)
H (28.06583, 21.31884, 19.76073)
H (28.25324, 19.72594, 18.91155)
H (29.21884, 18.73950, 21.79136)
H (28.04868, 17.71123, 20.84936)
H (27.61425, 17.23782, 23.18798)
H (26.34015, 18.29476, 22.75850)
H (27.53835, 20.14456, 23.71848)
H (27.44750, 19.75888, 25.91926)
H (27.40627, 18.01946, 25.57092)
H (25.02169, 19.04986, 26.08922)
H (25.11690, 18.72784, 24.33150)
H (23.99203, 22.02862, 24.25556)
H (23.57540, 20.87103, 25.60504)
H (23.61686, 20.35081, 23.87370)
C (22.21189, 17.12466, 21.02147)
O (22.92418, 18.26693, 20.62972)
C (24.01582, 18.68704, 21.52510)
C (24.43124, 20.06449, 21.01548)
N (23.31874, 20.98517, 20.99203)
C (23.46486, 22.29101, 20.42534)
C (23.60788, 23.37289, 21.47796)
O (23.79413, 24.66411, 20.80902)
C (24.04902, 25.64216, 21.82755)
H (22.87159, 16.27529, 21.12495)
H (21.43974, 16.79056, 20.30997)
H (21.70962, 17.27756, 21.97102)
H (24.78095, 17.90663, 21.57720)
H (23.58274, 18.65818, 22.49154)
H (25.05204, 20.09179, 20.05439)
H (25.11778, 20.35706, 21.83877)
H (22.57108, 20.52385, 20.47964)
H (22.65484, 22.64114, 19.79702)
H (24.34384, 22.30896, 19.75219)
H (24.58673, 23.18117, 22.08024)
H (22.71064, 23.52197, 22.11425)
H (24.31114, 26.59318, 21.36800)
H (24.90108, 25.39990, 22.46277)
H (23.21063, 25.78152, 22.48790)
C (18.78823, 16.05498, 17.13652)
O (17.73200, 15.77938, 18.05315)
C (17.49375, 14.41632, 18.17592)
C (16.09972, 14.23124, 18.77579)
N (16.12812, 14.84598, 20.07595)
C (14.85138, 14.55716, 20.77204)
C (13.58460, 15.30644, 20.22097)
O (13.82173, 16.72622, 20.27882)
C (13.25119, 17.45485, 21.35509)
H (19.71596, 15.54426, 17.43333)
H (18.94631, 17.13350, 17.16968)
H (18.51677, 15.72168, 16.12327)
H (18.25838, 13.88732, 18.72559)
H (17.40392, 13.98381, 17.16161)
H (15.89384, 13.14947, 18.89538)
H (15.28617, 14.65928, 18.16062)
H (16.11352, 15.86614, 19.96994)
H (14.95325, 14.85653, 21.80428)
H (14.58079, 13.43890, 20.85312)
H (12.80369, 15.04483, 20.94222)
H (13.28966, 15.03449, 19.21709)
H (12.16267, 17.51836, 21.29591)
H (13.68694, 18.44362, 21.36908)
H (13.43755, 16.88980, 22.28898)
C (20.15550, 25.66786, 21.14571)
O (20.18493, 26.05206, 22.48438)
C (19.48454, 27.22857, 22.75551)
C (19.47736, 27.44294, 24.24257)
N (20.68621, 27.76405, 25.00331)
C (21.24487, 29.13285, 24.74388)
C (22.59884, 29.20272, 25.47268)
O (23.38416, 28.06306, 25.23070)
C (24.49603, 27.90588, 26.11601)
H (20.71643, 26.36368, 20.48849)
H (19.10652, 25.70681, 20.74565)
H (20.64500, 24.71694, 21.06524)
H (18.44249, 27.24369, 22.38138)
H (19.92615, 28.02964, 22.16499)
H (18.96227, 26.56037, 24.65526)
H (18.72260, 28.18371, 24.43320)
H (21.38048, 27.02725, 24.77139)
H (20.59089, 29.97287, 25.05455)
H (21.31658, 29.31138, 23.67673)
H (22.29163, 29.13941, 26.51056)
H (23.16796, 30.11962, 25.24874)
H (25.13817, 28.81419, 26.11676)
H (25.07673, 26.99608, 25.87776)
H (24.17489, 27.80980, 27.18605)

HOMO level = -8.517 eV
lowest unoccupied orbital energy = 0.5 eV

***

Energy relative to the best compared isomer or geometry (same formula, charge and spin) list, top to bottom, in kJ/mol: 52.3, 291.9